84
Properties=species:S:1:pos:R:3 method="wB97M-V/def2-TZVPD" energy_ev=-102775.0250 relative_energy_kj_mol=19.5 total_charge=-2 multiplicity=1 lumo_ev=3.5511
K -0.278 0.143 0.742
O 0.722 2.128 -0.794
N 0.457 2.981 0.110
N -0.777 3.008 0.487
O -1.738 2.280 0.007
C -1.089 3.970 1.496
C -0.121 4.422 2.389
C -0.478 5.352 3.352
C -1.782 5.824 3.435
C -2.738 5.350 2.551
C -2.401 4.418 1.581
H 0.879 4.021 2.343
H 0.268 5.688 4.061
H -2.053 6.541 4.200
H -3.762 5.700 2.619
H -3.125 4.017 0.888
N -0.276 -2.619 -1.017
C 0.270 -3.530 -0.538
N 0.838 -4.543 0.069
C 1.231 -5.601 -0.603
N 1.602 -6.586 -1.101
I 6.359 -2.183 -0.567
C 4.514 -1.319 -0.298
C 4.104 -0.090 -0.766
N 2.840 0.067 -0.349
N 2.397 -0.985 0.354
C 3.401 -1.838 0.388
H 4.613 0.661 -1.346
H 2.213 0.856 -0.529
H 3.287 -2.786 0.888
C -0.334 -4.014 3.376
N 0.288 -2.747 3.721
C 1.483 -2.718 4.381
C 2.126 -1.566 4.617
C 1.533 -0.309 4.140
O 2.115 0.766 4.333
N 0.368 -0.389 3.437
C -0.250 -1.554 3.211
O -1.297 -1.646 2.535
H -0.030 -4.760 4.113
H -0.046 -4.347 2.378
H -1.414 -3.898 3.407
H 1.860 -3.682 4.702
H 3.066 -1.542 5.147
C -6.085 -3.613 0.376
Si -4.440 -2.848 0.931
C -4.670 -2.167 2.668
C -3.123 -4.180 0.927
Sb -3.544 -0.963 -0.549
Si -5.279 0.881 -0.207
C -5.024 1.499 1.551
C -7.112 0.451 -0.430
C -4.819 2.282 -1.377
Si -4.111 -1.866 -2.867
C -3.548 -0.568 -4.117
C -5.926 -2.264 -3.247
C -3.098 -3.428 -3.104
H -6.398 -4.365 1.107
H -5.993 -4.105 -0.593
H -6.877 -2.866 0.296
H -4.909 -2.988 3.353
H -5.487 -1.444 2.712
H -3.749 -1.689 3.005
H -3.339 -4.936 1.691
H -2.148 -3.742 1.138
H -3.057 -4.683 -0.039
H -5.315 0.757 2.296
H -5.614 2.407 1.721
H -3.971 1.735 1.710
H -7.409 -0.383 0.209
H -7.339 0.176 -1.461
H -7.727 1.318 -0.167
H -3.763 2.529 -1.248
H -5.417 3.173 -1.157
H -4.985 2.017 -2.423
H -4.178 0.322 -4.085
H -3.592 -0.978 -5.131
H -2.522 -0.256 -3.916
H -6.602 -1.457 -2.965
H -6.251 -3.162 -2.720
H -6.040 -2.445 -4.321
H -2.054 -3.255 -2.832
H -3.154 -3.771 -4.142
H -3.459 -4.236 -2.463